1.
DFT (the ωB97M-V functional and the def2-TZVPD basis) results for a molecular structure, C18H52AlN6O4P2S2 at a distorted geometry.

Results
HOMO level: -4.84 eV
LUMO: 2.0396 eV
total charge: -1
strongest force on any atom: 6.30 eV/Å

Each line ends with the Mulliken charge.
Positions of all 85 atoms, in Å:
C (-1.60105, -1.02089, -1.35411)  -0.97
C (-1.49508, 0.52879, -1.37310)  -0.66
Al (0.20675, 1.19183, -2.27217)  0.13
C (-0.15592, 3.01986, -3.05925)  -0.73
C (0.18410, 4.27349, -2.20208)  -0.60
C (1.25622, 4.10749, -1.11372)  -0.72
S (0.54549, 3.55830, 0.47364)  -0.24
S (1.01144, -0.26114, -3.95039)  1.00
C (0.98630, -1.97864, -3.45604)  -0.72
O (2.43477, 0.07144, -4.11869)  -0.73
O (0.33758, -0.16466, -5.25090)  -0.72
H (-0.68148, -1.41358, -0.91220)  0.25
H (-2.47109, -1.34824, -0.77967)  0.42
H (-1.70549, -1.35303, -2.38754)  0.11
H (-2.35640, 0.95658, -1.90283)  0.36
H (-1.57099, 0.89336, -0.34292)  0.35
H (1.33047, 1.17279, -1.11769)  -0.30
H (-1.24075, 3.04182, -3.21296)  0.34
H (0.27847, 3.15126, -4.05445)  0.42
H (-0.71470, 4.65349, -1.71252)  0.23
H (0.51207, 5.06989, -2.88182)  0.37
H (2.01321, 3.40290, -1.44981)  0.28
H (1.74341, 5.06297, -0.90959)  0.39
H (0.58085, 4.62676, 1.28683)  0.09
H (1.51168, -2.53980, -4.23604)  0.40
H (1.54904, -2.14872, -2.53813)  0.33
H (-0.01635, -2.39496, -3.38697)  -0.11
O (1.84967, 4.94226, 5.11894)  -0.85
P (3.30510, 4.80686, 5.42811)  0.73
N (3.93911, 6.23343, 4.70522)  0.10
C (5.32572, 6.44564, 4.34043)  -0.79
C (3.37667, 7.47506, 5.22752)  -1.14
N (3.67441, 3.40863, 4.48297)  0.27
C (4.53185, 3.48731, 3.31154)  -1.22
C (2.53488, 2.53728, 4.19182)  -1.12
N (4.66095, 4.52309, 6.50009)  0.04
C (5.05044, 3.13401, 6.79619)  -0.93
C (4.39552, 5.17180, 7.81127)  -1.01
H (5.99463, 6.55046, 5.20629)  0.27
H (5.40233, 7.36237, 3.75116)  0.38
H (5.71327, 5.65861, 3.70373)  0.17
H (3.85893, 7.78923, 6.16576)  0.33
H (2.30872, 7.36517, 5.41243)  0.32
H (3.49901, 8.28289, 4.50321)  0.37
H (4.16593, 4.19950, 2.56255)  0.37
H (4.60221, 2.50591, 2.84021)  0.42
H (5.55841, 3.73995, 3.58930)  0.33
H (1.93070, 2.91066, 3.36027)  0.36
H (1.88911, 2.43266, 5.06200)  0.34
H (2.88838, 1.53572, 3.93595)  0.36
H (4.20849, 2.51233, 7.10883)  0.33
H (5.79022, 3.14111, 7.60125)  0.37
H (5.53190, 2.66798, 5.94288)  0.26
H (3.57263, 4.69136, 8.34945)  0.35
H (4.13610, 6.22381, 7.67279)  0.24
H (5.28796, 5.14447, 8.43656)  0.38
O (-3.82941, -3.82766, -2.48877)  -0.77
P (-4.02484, -5.27992, -2.78749)  0.79
N (-2.82762, -5.41337, -4.00774)  0.12
C (-2.75015, -6.38100, -5.08181)  -0.85
C (-1.47481, -5.16570, -3.49209)  -1.22
N (-5.62147, -5.18767, -3.46780)  0.26
C (-5.84702, -5.38938, -4.88578)  -1.20
C (-6.42482, -4.06524, -2.99332)  -1.10
N (-4.19889, -6.99399, -2.46582)  0.00
C (-5.52566, -7.51825, -2.10155)  -0.95
C (-3.27965, -7.38047, -1.36167)  -1.03
H (-2.52728, -7.40195, -4.73749)  0.29
H (-1.95614, -6.08439, -5.76999)  0.38
H (-3.65597, -6.41319, -5.67958)  0.20
H (-1.04430, -6.08635, -3.06873)  0.33
H (-1.44876, -4.39786, -2.72014)  0.34
H (-0.81255, -4.83433, -4.29371)  0.40
H (-5.26673, -4.69958, -5.51190)  0.32
H (-6.90620, -5.25047, -5.11512)  0.42
H (-5.62928, -6.42006, -5.17816)  0.31
H (-6.17626, -3.12657, -3.50075)  0.33
H (-6.29361, -3.91302, -1.92412)  0.34
H (-7.48421, -4.28042, -3.16242)  0.36
H (-6.00173, -6.95300, -1.29699)  0.32
H (-5.41552, -8.55532, -1.77370)  0.38
H (-6.19226, -7.53816, -2.95766)  0.27
H (-3.57422, -6.93596, -0.40631)  0.36
H (-2.26031, -7.05705, -1.58123)  0.26
H (-3.25265, -8.46455, -1.25214)  0.38

---

2.
DFT (the ωB97M-V functional and the def2-TZVPD basis) results for 9 unconnected molecules or ions with the total composition C18H52ClO12 at a distorted geometry.

Results
relative energy (zero: lowest compared OMol25 entry of this formula, charge and spin): 212.0 kJ/mol
HOMO level: -7.39 eV
LUMO: 2.8234 eV
total charge: -1
strongest force on any atom: 5.15 eV/Å

Each line ends with the Mulliken charge.
Positions of all 83 atoms, in Å:
Cl (0.33578, -0.01832, 0.06368)  1.38
O (1.21172, 0.57887, -0.80914)  -0.81
O (-0.85913, 0.73572, 0.00498)  -0.50
O (0.01889, -1.32065, -0.31875)  -0.67
O (0.87811, 0.00193, 1.45006)  -0.50
O (1.93242, -1.96417, 3.90051)  -0.75
H (1.80286, -1.18858, 3.35471)  0.32
H (1.10870, -2.44677, 3.83112)  0.40
O (3.91276, -1.43884, 1.99368)  -0.66
H (3.18838, -1.75482, 1.45363)  0.29
H (3.65298, -1.64926, 2.89061)  0.36
C (-3.34091, 3.47751, 0.09227)  -0.94
C (-4.36109, 2.42156, -0.35228)  0.61
C (-5.40731, 3.02869, -1.35263)  -1.45
O (-3.66448, 1.54950, -1.18056)  -0.54
H (-3.79219, 4.18270, 0.79024)  0.44
H (-2.94638, 4.07716, -0.72801)  0.16
H (-2.46655, 3.04820, 0.58145)  0.18
H (-4.86382, 1.89136, 0.45657)  0.21
H (-6.08687, 3.77988, -0.95011)  0.38
H (-6.09806, 2.34139, -1.84107)  0.35
H (-4.87469, 3.58062, -2.12709)  0.32
H (-2.81928, 1.24741, -0.84000)  0.31
C (-2.16632, -1.89988, 4.40686)  -1.54
C (-2.02842, -2.60723, 3.11892)  0.75
C (-2.53563, -1.99940, 1.80026)  -0.77
O (-0.67704, -2.79024, 3.05536)  -0.41
H (-1.54833, -1.00221, 4.42651)  0.30
H (-1.84091, -2.50658, 5.25192)  0.36
H (-3.18278, -1.56426, 4.61245)  0.40
H (-2.52655, -3.57301, 3.20395)  0.11
H (-2.35103, -2.54630, 0.87564)  0.29
H (-2.02779, -1.03623, 1.85032)  -0.09
H (-3.57775, -1.72720, 1.96755)  0.43
H (-0.49006, -3.23304, 2.22436)  0.16
C (4.68937, -2.79749, -3.38405)  -1.42
C (3.70923, -1.63537, -3.30139)  0.98
C (2.33852, -2.07025, -3.37141)  -1.32
O (3.95117, -0.99472, -2.05777)  -0.55
H (5.62972, -2.45904, -3.81912)  0.35
H (4.26934, -3.53949, -4.06311)  0.36
H (4.94714, -3.27218, -2.43731)  0.33
H (3.75576, -0.96210, -4.15734)  0.17
H (1.99267, -2.54698, -2.45423)  0.05
H (2.11401, -2.74013, -4.20144)  0.46
H (1.62112, -1.27024, -3.55423)  0.34
H (3.23769, -0.36364, -1.93823)  0.25
C (1.84029, -4.24172, 0.39042)  -1.05
C (0.63766, -4.96548, -0.19319)  0.65
C (0.58074, -6.37436, 0.35601)  -1.58
O (-0.45265, -4.20145, 0.20222)  -0.49
H (2.00644, -3.19514, 0.13516)  -0.04
H (2.74413, -4.77224, 0.09087)  0.47
H (1.91666, -4.20291, 1.47705)  0.38
H (0.62844, -4.91592, -1.28202)  0.30
H (-0.30216, -6.86567, -0.05290)  0.41
H (0.50138, -6.42859, 1.44176)  0.32
H (1.40388, -6.98769, -0.01055)  0.38
H (-0.33075, -3.36100, -0.24544)  0.28
C (0.57689, 4.18134, 1.27524)  -0.89
C (0.28019, 3.82867, 2.79664)  0.69
C (-0.08157, 5.01364, 3.66290)  -1.49
O (-0.87572, 2.93783, 2.64292)  -0.60
H (0.89792, 3.29431, 0.72916)  0.09
H (1.25229, 5.01008, 1.06281)  0.46
H (-0.35420, 4.50591, 0.81067)  0.10
H (1.17348, 3.29013, 3.11304)  0.27
H (-0.07415, 4.78192, 4.72796)  0.37
H (-0.99649, 5.54678, 3.40448)  0.33
H (0.68100, 5.77031, 3.47842)  0.38
H (-0.69651, 2.16216, 2.10644)  0.19
C (0.39858, 3.18863, -4.72718)  -1.52
C (0.74834, 3.31190, -3.22377)  0.80
C (-0.52189, 3.20886, -2.41319)  -1.02
O (1.76988, 2.41612, -2.88016)  -0.56
H (1.26169, 3.17160, -5.39264)  0.38
H (-0.30231, 3.94247, -5.08576)  0.38
H (0.01922, 2.17405, -4.84887)  0.30
H (1.08041, 4.34967, -3.19454)  0.15
H (-0.39318, 3.50255, -1.37142)  0.00
H (-0.89056, 2.18515, -2.47792)  0.27
H (-1.33944, 3.83588, -2.76892)  0.45
H (1.44709, 1.87793, -2.15369)  0.56

---

3.
DFT (the ωB97M-V functional and the def2-TZVPD basis) results for a molecular structure, C18H52FeN8O10 at a distorted geometry.

Results
HOMO level (spin up / spin down): -9.32 / -9.32 eV
LUMO (spin up / spin down): -1.3023 / -1.5553 eV
2S+1: 5
strongest force on any atom: 2.42 eV/Å
⟨S²⟩: 6.019

Each line ends with the Löwdin spin population.
Positions of all 89 atoms, in Å:
Fe (-0.39501, 0.55922, 3.23261)  3.72
O (0.12683, -0.55125, 1.69451)  0.13
C (-0.66584, -0.18368, 0.60301)  0.01
C (-0.98567, 1.31436, 0.57739)  0.01
O (-1.19719, 1.85964, 1.87504)  0.08
H (-1.63518, -0.71841, 0.62562)  0.00
H (-0.25057, -0.50956, -0.36034)  0.00
H (-1.86364, 1.45918, -0.06259)  0.00
H (-0.14772, 1.87184, 0.13278)  0.00
C (1.84472, -0.41049, 5.27889)  0.01
O (1.28851, -0.03121, 4.22973)  0.04
N (1.24473, -0.40461, 6.49316)  0.00
N (3.10085, -0.90026, 5.21471)  0.00
H (0.29631, -0.08548, 6.55847)  0.00
H (1.86163, -0.36799, 7.28562)  0.00
H (3.49124, -1.20387, 6.08969)  0.00
H (3.68495, -0.69042, 4.42319)  0.00
C (0.29482, 5.22470, 1.73725)  0.00
O (0.82152, 6.30951, 1.96733)  0.00
N (0.95626, 4.03988, 1.75521)  0.00
N (-1.00095, 5.15788, 1.30452)  0.00
H (1.94144, 4.04855, 1.92947)  0.00
H (0.37009, 3.21730, 1.68734)  0.00
H (-1.46479, 6.02627, 1.12339)  0.00
H (-1.40749, 4.25428, 1.13826)  0.00
C (-4.57917, 3.20339, 3.26904)  0.00
O (-5.61673, 3.20971, 3.91147)  0.00
N (-3.93973, 2.02601, 2.94995)  0.00
N (-3.96011, 4.32611, 2.81185)  0.00
H (-3.05382, 1.96364, 2.44860)  0.00
H (-4.41799, 1.20273, 3.26450)  0.00
H (-3.17803, 4.19666, 2.20378)  0.00
H (-4.37242, 5.22469, 2.96776)  0.00
C (1.61645, -0.14330, -3.86100)  0.00
O (1.73925, 0.66470, -4.78480)  0.00
N (0.64141, 0.02323, -2.93311)  0.00
N (2.40975, -1.23947, -3.75061)  0.00
H (0.00667, 0.78878, -3.04892)  0.00
H (0.65020, -0.51330, -2.08282)  0.00
H (3.21146, -1.36810, -4.33437)  0.00
H (2.21830, -1.87444, -2.99037)  0.00
C (-1.57120, 2.39779, -4.94319)  0.00
C (-1.54799, 3.54730, -3.92599)  0.00
C (-0.22775, 3.71428, -3.21312)  0.00
O (-1.74664, 4.78663, -4.63560)  0.00
H (-2.57154, 1.96270, -5.01255)  0.00
H (-0.92525, 1.55010, -4.69897)  0.00
H (-1.21045, 2.75470, -5.90665)  0.00
H (-2.38404, 3.42526, -3.22981)  0.00
H (0.02991, 2.88330, -2.55057)  0.00
H (-0.31967, 4.56495, -2.52955)  0.00
H (0.61893, 3.90502, -3.86760)  0.00
H (-2.45269, 4.64312, -5.27327)  0.00
C (-1.81943, -2.78950, -2.08498)  0.00
C (-0.54695, -3.58017, -2.33996)  0.00
C (-0.18934, -3.63145, -3.81572)  0.00
O (0.55397, -2.91432, -1.69820)  0.00
H (-1.98450, -2.61814, -1.01992)  0.00
H (-2.68003, -3.26355, -2.55977)  0.00
H (-1.70678, -1.79942, -2.53840)  0.00
H (-0.63341, -4.58139, -1.90527)  0.00
H (0.84744, -3.95126, -3.90865)  0.00
H (-0.27137, -2.62869, -4.23922)  0.00
H (-0.85474, -4.28561, -4.37710)  0.00
H (0.38625, -2.86988, -0.74667)  0.00
C (3.17993, 0.80758, -0.82370)  0.00
C (3.09904, -0.66778, -0.44118)  0.00
C (4.43356, -1.36427, -0.63070)  0.00
O (2.79217, -0.80960, 0.94514)  0.00
H (3.43843, 0.93142, -1.87875)  0.00
H (3.96626, 1.23531, -0.20443)  0.00
H (2.19572, 1.26895, -0.72392)  0.00
H (2.33039, -1.20075, -1.00725)  0.00
H (5.20878, -0.95560, 0.02111)  0.00
H (4.77257, -1.26321, -1.66340)  0.00
H (4.35182, -2.41704, -0.35533)  0.00
H (1.84537, -0.65831, 1.11574)  0.00
C (-1.96011, -4.69272, 1.93951)  0.00
C (-0.48906, -4.37963, 2.25192)  0.00
C (0.30498, -5.66912, 2.13339)  0.00
O (0.01437, -3.51281, 1.23014)  0.00
H (-2.40943, -5.24599, 2.76810)  0.00
H (-2.02415, -5.28246, 1.02672)  0.00
H (-2.54700, -3.78657, 1.77530)  0.00
H (-0.38577, -3.89193, 3.22250)  0.00
H (-0.00292, -6.37049, 2.91321)  0.00
H (1.38514, -5.52609, 2.18414)  0.00
H (0.12771, -6.16501, 1.17811)  0.00
H (-0.10579, -2.58207, 1.46912)  0.00

---

- Which value of strongest force on any atom does entry 3 give?
  2.42 eV/Å

---

- Among the records above, which one has the highest strongest force on any atom?
  C18H52AlN6O4P2S2

---

- Look up the strongest force on any atom of the third one.
  2.42 eV/Å